Entry 1:
Below is a molecular structure, C14H27N2O2ReSSeTe, with properties calculated with the ωB97M-V functional and the def2-TZVPD basis.

Structure (ORCA input):
```
! RIJCOSX wB97M-V def2-TZVPD def2/J DEFGRID3
* xyz -1 2
Re -0.97736 0.06161 -1.09538
Te -0.28629 2.64366 -1.76324
Se -3.25670 0.02538 -1.12504
S 1.05433 4.43127 0.76865
O -1.37167 -0.77224 -3.99050
O 0.73227 -0.21244 -3.44914
N 1.34122 -0.06841 -0.70311
N -1.24428 0.73336 1.18442
C -0.65812 -0.37259 -3.10037
C 0.78761 -0.12133 2.32208
C 2.07048 0.77611 0.25459
C -0.35074 3.73354 0.05891
C -0.56507 -2.09877 -1.03270
C 2.12986 0.18663 1.65532
C -1.55237 -2.94395 1.14507
C 1.05913 -0.54306 -4.78804
C 0.20072 5.01561 2.13765
C -1.44030 4.01759 0.83866
C -0.34973 -2.96746 0.21008
C -1.12884 4.74119 2.02629
C -0.24911 0.99619 2.23861
C -0.04907 -4.41536 -0.19210
H -1.41111 -2.52754 -1.58300
H -1.93731 0.06239 1.49872
H -1.86261 5.03730 2.76401
H -2.44040 3.70905 0.55875
H 0.12529 -5.05400 0.68017
H 1.58565 1.75068 0.26904
H 0.83189 -4.46822 -0.83615
H 0.51156 0.08200 -5.49556
H 0.82322 -1.58576 -5.01014
H 0.98271 -0.36623 3.36978
H 2.67831 0.90440 2.27436
H 3.09727 0.94464 -0.08738
H -0.89214 -4.82908 -0.75259
H 0.34355 -1.01031 1.87766
H -1.76266 1.58807 1.01165
H 2.73490 -0.72793 1.64221
H 0.29293 -2.27247 -1.70155
H -2.43304 -3.32535 0.62095
H 2.13055 -0.37198 -4.89713
H -1.79647 -1.92951 1.45952
H -0.74993 1.10778 3.20556
H 1.56454 -1.04703 -0.55354
H 0.70458 5.55104 2.92695
H 0.21970 1.95814 2.01971
H -1.38778 -3.55876 2.03535
H 0.53212 -2.61368 0.76250
H 1.61868 0.14582 -1.66053
*
```

Calculated values
ΔE to the lowest compared entry with this formula, charge and spin ... 0.00 kcal/mol
LUMO (spin up / spin down) ... 2.499 / 2.497 eV
DFT total energy ... -3955.62128 Ha

Löwdin population analysis, charges in e, atoms 1 to 6:
1 Re 0.5450
2 Te 0.8198
3 Se 0.0558
4 S 0.8890
5 O -0.0438
6 O -0.2696

Entry 2:
Below is 17 unconnected molecules or ions with the total composition C62H173N15O17 at a distorted geometry, with properties calculated with the ωB97M-V functional and the def2-TZVPD basis.

Structure (ORCA input):
```
! RIJCOSX wB97M-V def2-TZVPD def2/J DEFGRID3
* xyz 0 1
O 5.34083 -4.29269 5.24010
O -5.30268 2.97659 3.81411
O 0.81277 2.51778 3.99815
O 1.49097 -3.30200 -4.70455
O -0.03480 -0.31842 0.27988
O 0.08234 5.74022 2.31666
O 4.37383 3.38788 -1.81278
O -3.37140 5.73609 1.37087
O -6.20820 1.65445 -2.38145
O -0.50541 -0.70932 4.78534
O 5.20555 -2.89626 -1.80089
O -4.14623 -3.68972 -1.60968
O 0.88514 1.24494 -6.20508
O 1.44381 -5.14023 1.18577
O 5.45092 -0.51473 1.25100
O -4.56347 -4.88024 2.96237
O -2.57315 3.06171 -5.09236
N 2.02227 3.89692 6.26869
N 4.14085 -0.95421 -3.32779
N 5.26590 2.05280 -4.42742
N 4.79839 2.78803 2.97385
N -1.95290 0.07174 -2.68287
N 1.16732 6.71263 4.85848
N -4.23768 3.93833 -0.92544
N 4.48581 -4.91507 -6.00500
N 0.88922 -4.22394 3.98283
N -3.39509 0.67486 4.22822
N -2.60063 0.38274 -6.93153
N -5.11725 3.68545 -3.98758
N -3.20119 -2.86129 -5.00438
N 3.56563 -2.94573 2.25189
N -2.88031 -2.40056 5.29654
C 4.71885 0.59847 4.09110
C 0.01917 2.53988 2.83624
C -6.39071 3.86516 0.08393
C 5.27908 1.40233 2.89775
C 2.43510 -4.31696 -4.98684
C -3.53460 -3.72694 4.96344
C -0.77953 0.47080 -1.82196
C 3.96230 -2.37110 -1.35308
C -3.99688 1.15088 2.95817
C 5.79592 3.29178 -3.84007
C 0.39444 2.94560 7.66198
C 6.29986 4.07326 -4.99296
C -4.10493 -6.19906 3.17415
C -4.16289 -3.37648 -4.01039
C -3.45427 -3.98174 -0.42438
C -0.86470 -0.56835 -0.77672
C 4.66607 4.03298 -3.06264
C -0.80107 -1.14171 -6.47727
C 0.38177 -1.47113 0.99628
C 0.10722 2.73047 5.21502
C 4.86216 0.72330 1.51682
C 4.36974 -3.97079 3.00563
C 3.61119 -3.83502 -5.73604
C 0.62482 -3.50595 -3.68505
C 0.73912 -5.58058 3.41695
C -0.27343 1.29320 -6.97494
C -6.58939 3.43818 4.04302
C -6.03277 2.75971 -4.57093
C 5.71011 -4.33600 2.30560
C 1.90042 1.94004 -6.82725
C 1.53973 5.65983 2.59613
C -5.75635 1.47219 -3.74351
C 3.16390 -3.03192 -7.00952
C -4.07972 -0.05401 2.00609
C -4.87729 -4.69531 -4.34380
C -0.21989 5.30269 1.00814
C -4.41381 4.80370 1.35280
C -1.33227 0.27562 -6.34841
C -0.21437 -6.46087 4.13658
C -5.32396 1.77848 3.08926
C -1.01218 1.86647 -1.30075
C -5.06566 4.66443 -0.00589
C 3.35067 6.99342 3.82919
C 4.82692 -5.57031 5.43637
C 1.11131 2.76588 6.33527
C -3.30232 -3.49802 -2.72678
C 4.54400 -3.47173 4.39928
C -4.92809 -3.85740 5.60440
C 0.90407 -0.97475 4.93457
C -2.99444 5.91738 2.71729
C 3.24247 4.01261 -1.21947
C 1.86042 6.79687 3.58894
C -5.63441 0.78757 -1.48577
C 3.99263 -0.92247 -1.88382
C 2.71495 -0.19208 -1.39911
C 0.39622 -5.59612 1.92877
C -3.60418 -3.87906 3.44676
C 6.75925 -0.32315 0.82463
C 5.27977 -4.24649 -1.62740
C -1.64839 4.12153 -5.03972
C 1.43307 -5.31325 -0.22977
C -5.64678 2.54414 -6.02501
H 2.30927 -2.41453 -6.73434
H 4.23036 -2.24873 1.93374
H -5.42957 -4.52555 -5.26967
H 0.97709 -1.10195 1.85947
H -5.92295 -0.22952 -1.77512
H 4.93235 -0.55301 -1.53442
H 0.57860 -4.80693 -0.75694
H 2.32719 -4.88300 -0.58505
H 7.33108 -1.20996 1.09048
H -6.36371 4.33070 4.64990
H 3.67093 0.80187 4.25901
H 1.32793 -0.41129 5.76381
H -2.83571 -3.18837 -0.05219
H 1.35200 -6.43280 -0.47579
H 1.81823 4.69690 3.02491
H -0.32890 -1.19522 -7.48171
H 4.96818 1.48074 -3.62613
H 0.02463 0.94684 -7.99088
H -4.56026 0.96078 -1.52261
H -6.28484 0.59504 -4.22225
H -2.38155 0.56786 4.24812
H 4.11986 -5.67712 -6.57756
H 6.58856 3.08185 -3.13080
H -3.02160 -2.16014 6.26058
H -1.17698 -5.92086 4.22401
H 5.12473 4.96413 -2.83834
H -0.47496 -2.01185 1.42008
H -5.66423 1.97549 2.09971
H 1.67033 3.02282 -6.81344
H -2.65511 -4.09410 3.02498
H -5.67379 -4.87762 -3.60387
H -4.91876 -2.60464 -3.84142
H -2.93196 1.35052 -6.88686
H 3.85044 -2.38197 -0.28634
H -6.04767 2.83825 -0.02226
H -0.49546 -7.39621 3.58305
H 5.00350 3.40288 2.20783
H 5.90556 1.59902 -5.06829
H -4.06438 3.79604 1.75480
H 6.38488 -4.51295 -1.65973
H 5.52367 4.19617 -5.76588
H -4.91705 -6.83321 3.30973
H -4.79262 -0.72290 2.38519
H 5.47851 -6.14959 6.13150
H 7.09804 3.56978 -5.56323
H -0.52479 3.48002 2.80689
H 6.68276 5.11884 -4.83402
H -6.11330 1.06958 3.46461
H 3.06356 -2.80668 -1.77295
H -3.52749 -6.66314 2.35398
H 1.90947 -5.06236 -5.63259
H -2.05991 0.86591 -3.36755
H 6.37443 -4.77862 3.02031
H 2.70402 3.85840 7.07497
H 4.76604 -1.72066 -3.61017
H 2.43189 3.90511 5.33924
H -0.54894 1.90743 5.39972
H 1.68635 1.80954 6.31888
H -4.02807 3.04554 -0.52841
H -6.96712 4.01435 0.98061
H 5.03912 1.45184 0.70130
H 2.68898 -3.66713 -7.74997
H -3.30283 1.82991 2.35950
H -7.11896 3.69558 3.13293
H 0.04104 -1.30197 -5.75965
H -3.55391 -6.38997 4.06383
H -5.33913 -2.83591 5.55723
H 5.14740 0.96825 5.02155
H -4.21559 -5.62472 -4.46391
H 0.32485 4.37320 0.72584
H 4.78924 -6.12610 4.50733
H -4.65588 1.32995 -3.75764
H 3.74152 6.14593 4.33864
H -1.40158 0.53460 -5.29498
H 0.13492 0.41163 -2.39222
H -2.05710 5.18714 -4.94885
H -1.89320 -0.70506 -0.40782
H 0.25602 -4.52592 -3.60512
H -2.80707 -2.54840 -2.56134
H 3.94688 7.02960 2.95219
H 2.68978 -4.83222 -4.04932
H -0.55887 -1.51557 -1.29712
H 3.79303 -5.40707 5.76555
H -5.21072 3.72061 -2.96441
H 0.17019 6.66830 4.71232
H -4.56100 2.45550 -6.05524
H -1.26810 5.14846 0.96364
H 3.39256 7.87486 4.48860
H -5.61661 -4.47996 5.06018
H -2.64262 -4.38424 -2.78110
H 1.08551 3.21048 8.44366
H 6.41806 1.43560 2.98853
H -1.03898 4.06423 -5.94779
H -1.00392 3.95816 -4.17915
H -0.37385 3.75047 7.60170
H 1.85917 -0.84473 -1.65183
H -0.53286 -5.02607 1.71538
H -3.12458 -0.52746 1.89591
H 0.28659 -6.70080 1.52091
H -4.41993 0.21908 0.91992
H 1.42052 7.75446 3.22827
H -3.38677 -1.85631 -5.23330
H 1.36917 5.92754 5.44618
H -2.58495 4.95184 3.04368
H 3.80110 0.50389 1.61119
H 4.14742 -3.13217 -5.10258
H 3.59168 -3.28959 4.75967
H 0.73494 2.56935 2.02449
H 0.14826 5.95423 0.28694
H 5.52495 -4.87069 1.44116
H 3.74822 4.07577 -3.69758
H -2.93340 -4.50059 5.38154
H -0.19252 -2.80996 -3.70119
H -1.90277 2.00289 -0.72289
H -4.19303 -4.33811 0.31103
H 2.51535 4.24599 -2.02923
H -3.34192 4.42349 -0.96871
H -5.11700 5.16614 2.11128
H -0.16809 2.32309 -0.81158
H -7.31434 2.75094 4.48902
H 1.45353 -0.50966 4.07979
H 4.74141 -0.45726 4.00253
H -3.64022 1.44733 4.86162
H 6.14818 -3.34066 2.01605
H 3.34780 -1.01158 -3.91137
H -5.91618 3.47235 -6.53421
H 4.80769 -4.83929 -2.45129
H 1.15355 -3.29177 -2.80075
H -6.94929 4.02538 -0.82083
H 1.89674 1.64436 -7.90004
H -2.61516 0.09686 -7.90628
H -0.69826 2.29160 -6.99988
H -5.21018 4.64591 -4.33675
H 4.03371 -2.44905 -7.38408
H -3.91969 -2.94590 2.93058
H -3.32044 -1.64654 4.73921
H 3.46082 4.90495 -0.64535
H -0.03122 -3.79315 3.98436
H 0.15371 -6.64624 5.15499
H -2.85540 -4.87968 -0.58346
H -1.47933 -1.94483 -6.43968
H -5.28926 5.62743 -0.44543
H 2.72156 3.27416 -0.60496
H 0.99870 -2.15486 0.34647
H 2.86747 1.86220 -6.29012
H 3.71246 -4.84925 3.02878
H -1.10507 -1.38689 5.12735
H 1.78511 -5.97676 3.37844
H -6.22619 1.70542 -6.53872
H -0.44165 3.73466 5.27980
H 5.04677 -2.46581 4.36651
H 2.18440 5.80652 1.61345
H 5.45313 -4.67650 -6.32663
H 1.27070 -1.99774 5.02500
H 2.53869 0.76665 -1.86284
H 1.55537 -3.70709 3.43642
H -3.14185 -3.36432 -5.89395
H -3.40509 3.26701 -4.61097
H -1.70239 -0.69895 -3.26732
H -4.90168 -4.20042 6.64058
H 2.79218 0.07500 -0.29994
H 6.72173 -0.15954 -0.28276
H 7.26401 0.53802 1.27200
H -0.12832 2.03003 7.94620
H -1.08769 2.37469 -2.20935
H 3.83112 2.85188 3.24664
H -2.24298 6.71097 2.76726
H -6.01179 0.93849 -0.48242
H -7.10663 3.00586 -4.55437
H -3.80885 6.14987 3.40152
H 4.92552 -4.63647 -0.65887
H 3.25110 -3.43569 1.42853
H -0.64807 1.64033 2.73548
*
```

Calculated values
ΔE to the lowest compared entry with this formula, charge and spin ... 3.97 kcal/mol
LUMO ... 0.664 eV
DFT total energy ... -4566.00809 Ha

Löwdin population analysis, charges in e, atoms 1 to 6:
1 O -0.1797
2 O -0.1789
3 O -0.2031
4 O -0.1924
5 O -0.1952
6 O -0.2182